1.
Here is 6 unconnected molecules or ions with the total composition C30H77N5O10 in a non-equilibrium geometry from OMol25. Energies are from ωB97M-V/def2-TZVPD.

XYZ file:
```
122
Properties=species:S:1:pos:R:3:lowdin_charge:R:1
C 1.44 -0.71 0.32 -0.05
C 0.26 -0.12 1.12 -0.40
C 0.52 1.34 1.49 -0.20
O 1.09 2.00 0.37 -0.20
C 1.08 3.40 0.37 -0.12
N -0.96 -0.12 0.34 0.05
H 2.24 -0.79 1.06 0.06
H 1.75 -0.17 -0.57 0.07
H 1.21 -1.73 -0.01 0.07
H 0.10 -0.59 2.10 0.13
H 1.28 1.40 2.28 0.13
H -0.41 1.84 1.79 0.12
H 1.24 3.72 -0.66 0.07
H 1.90 3.88 0.92 0.09
H 0.09 3.77 0.64 0.08
H -1.23 -1.04 -0.02 0.05
H -0.96 0.45 -0.50 0.06
C 3.79 -1.26 -3.11 -0.09
C 4.70 -0.14 -3.53 -0.30
O 4.82 -0.10 -4.96 -0.09
H 3.82 -1.27 -2.01 0.07
H 3.90 -2.27 -3.49 0.08
H 2.74 -1.01 -3.30 0.05
H 5.69 -0.27 -3.07 0.11
H 4.39 0.86 -3.24 0.11
H 5.57 -0.66 -5.21 0.07
C 3.77 -8.89 1.41 -0.14
O 3.95 -8.14 2.57 -0.16
C 3.94 -6.77 2.27 -0.25
C 4.00 -5.91 3.54 -0.20
N 2.71 -5.94 4.24 -0.05
C 2.69 -5.12 5.45 -0.22
C 2.23 -3.71 5.18 -0.23
O 3.08 -2.99 4.31 -0.21
C 2.57 -2.74 3.00 -0.11
H 2.82 -8.82 0.88 0.09
H 4.02 -9.95 1.55 0.09
H 4.55 -8.64 0.66 0.09
H 3.11 -6.37 1.67 0.12
H 4.84 -6.54 1.68 0.12
H 4.25 -4.89 3.26 0.11
H 4.81 -6.31 4.15 0.12
H 2.45 -6.90 4.38 0.11
H 3.64 -5.12 6.00 0.12
H 1.96 -5.55 6.14 0.12
H 2.22 -3.21 6.16 0.12
H 1.21 -3.68 4.77 0.12
H 2.22 -3.67 2.53 0.09
H 3.46 -2.45 2.44 0.09
H 1.80 -1.98 3.14 0.08
C -2.21 -0.30 -4.59 -0.08
O -1.61 -1.55 -4.26 -0.20
C -0.56 -1.45 -3.32 -0.23
C -0.21 -2.81 -2.70 -0.22
N -0.96 -3.21 -1.53 -0.07
C -2.39 -3.37 -1.82 -0.18
C -3.20 -3.63 -0.55 -0.22
O -3.55 -5.00 -0.45 -0.20
C -4.22 -5.34 0.76 -0.11
H -2.88 -0.03 -3.78 0.05
H -2.80 -0.44 -5.49 0.09
H -1.44 0.48 -4.64 0.09
H -0.75 -0.80 -2.46 0.11
H 0.32 -1.14 -3.90 0.12
H 0.86 -2.73 -2.48 0.10
H -0.25 -3.50 -3.55 0.12
H -0.54 -4.03 -1.12 0.12
H -2.48 -4.28 -2.44 0.13
H -2.78 -2.58 -2.44 0.11
H -4.10 -3.03 -0.42 0.11
H -2.49 -3.43 0.27 0.11
H -3.89 -6.29 1.17 0.08
H -5.28 -5.39 0.46 0.09
H -4.19 -4.54 1.51 0.08
C -1.59 3.09 -2.09 -0.11
O -2.38 1.92 -2.18 -0.20
C -3.68 2.20 -1.69 -0.23
C -4.55 0.96 -1.57 -0.22
N -4.25 0.05 -0.49 -0.03
C -4.59 0.69 0.78 -0.22
C -5.07 -0.38 1.80 -0.25
O -5.90 0.04 2.83 -0.17
C -5.21 0.76 3.83 -0.12
H -1.48 3.41 -1.05 0.08
H -2.00 3.94 -2.65 0.09
H -0.57 2.82 -2.39 0.09
H -4.20 2.89 -2.37 0.13
H -3.65 2.77 -0.75 0.12
H -4.57 0.55 -2.59 0.11
H -5.59 1.29 -1.56 0.12
H -3.26 -0.15 -0.47 0.07
H -5.47 1.33 0.70 0.13
H -3.78 1.26 1.23 0.10
H -4.21 -1.02 2.07 0.12
H -5.70 -1.06 1.21 0.12
H -4.40 0.18 4.31 0.09
H -5.77 1.09 4.70 0.08
H -4.73 1.61 3.33 0.08
C 0.41 6.51 -4.89 -0.12
O 0.24 6.52 -3.50 -0.19
C 1.44 6.28 -2.76 -0.23
C 1.18 6.44 -1.28 -0.21
N 1.12 7.89 -0.99 -0.06
C 0.52 8.18 0.32 -0.19
C 1.18 7.44 1.47 -0.25
O 0.57 6.25 1.84 -0.20
C 0.89 5.61 3.04 -0.12
H 1.44 6.38 -5.24 0.09
H 0.07 7.45 -5.34 0.09
H -0.19 5.71 -5.33 0.08
H 2.29 6.87 -3.13 0.12
H 1.75 5.26 -3.03 0.12
H 1.89 5.92 -0.64 0.11
H 0.19 5.99 -1.11 0.12
H 0.46 8.20 -1.70 0.10
H -0.56 8.01 0.24 0.13
H 0.63 9.25 0.52 0.11
H 1.06 8.16 2.31 0.12
H 2.28 7.38 1.36 0.13
H 0.66 6.22 3.92 0.09
H 1.96 5.41 3.19 0.09
H 0.34 4.67 3.04 0.08
```

Output
LUMO energy: 0.48 eV
Net charge: 0
Relative energy (zero: lowest compared OMol25 entry of this formula, charge and spin): 1.108 eV
Kohn-Sham gap: 9.114 eV

2.
Here is 12 unconnected molecules or ions with the total composition C5H35N2O12 in a non-equilibrium geometry from OMol25. Energies are from ωB97M-V/def2-TZVPD.

XYZ file:
```
54
Properties=species:S:1:pos:R:3:nbo_charge:R:1
N -0.87 -0.89 -1.97 -0.71
C -0.67 0.32 -1.11 -0.33
C 0.43 0.06 -0.08 0.67
N 1.25 1.04 0.27 -0.57
C 3.21 2.03 -0.68 -0.65
C 1.73 2.23 -0.51 -0.05
C 1.37 3.46 0.34 -0.64
O 0.37 -1.03 0.49 -0.73
H -0.97 -1.57 -1.20 0.45
H -1.78 -1.11 -2.38 0.50
H -0.02 -1.04 -2.51 0.45
H -1.69 0.57 -0.82 0.25
H -0.39 1.21 -1.65 0.24
H 1.91 0.76 0.99 0.44
H 3.85 2.42 0.11 0.24
H 3.67 2.53 -1.55 0.23
H 3.49 1.02 -0.97 0.24
H 1.15 2.37 -1.41 0.22
H 0.75 4.23 -0.14 0.22
H 2.13 4.03 0.88 0.23
H 0.72 3.14 1.17 0.22
H 4.46 -1.36 -1.80 0.50
H 3.21 -1.91 -2.55 0.48
O 3.70 -1.12 -2.31 -0.97
H -1.04 -3.61 1.29 0.48
H -0.77 -2.20 1.57 0.50
O -1.40 -2.91 1.81 -0.96
H -1.86 0.80 1.25 0.49
H -2.59 1.60 2.44 0.49
O -1.93 0.98 2.18 -0.97
H 3.83 0.77 3.29 0.48
H 2.36 1.00 3.13 0.50
O 3.20 1.14 2.68 -0.97
H 1.94 -3.58 0.03 0.46
H 2.13 -2.60 1.14 0.48
O 2.61 -2.98 0.40 -0.94
H -3.83 0.31 0.54 0.50
H -4.29 1.71 1.02 0.48
O -3.82 1.25 0.32 -0.99
H -3.36 1.33 -1.85 0.50
H -3.38 1.33 -3.41 0.49
O -3.19 0.80 -2.63 -0.98
H -3.50 -3.05 -1.93 0.50
H -3.02 -2.15 -0.69 0.51
O -2.77 -2.57 -1.55 -1.02
H -0.19 0.95 3.43 0.50
H 0.03 0.12 4.73 0.49
O 0.48 0.58 4.02 -0.98
H 2.25 -0.07 -3.15 0.51
H 1.39 0.85 -3.80 0.48
O 1.43 0.40 -2.94 -0.98
H -2.77 -1.82 1.41 0.53
H -4.18 -1.69 1.33 0.50
O -3.43 -1.48 0.75 -0.99
```

Output
LUMO energy: -2.51 eV
Net charge: +1
Relative energy (zero: lowest compared OMol25 entry of this formula, charge and spin): 2.276 eV
Kohn-Sham gap: 10.369 eV

3.
Here is 2 unconnected molecules or ions with the total composition C28H23F3O3S in a non-equilibrium geometry from OMol25. Energies are from ωB97M-V/def2-TZVPD.

XYZ file:
```
58
Properties=species:S:1:pos:R:3:nbo_charge:R:1
C 4.35 2.71 -5.54 -0.65
C 3.94 2.07 -4.24 0.05
C 4.58 0.89 -3.84 -0.18
C 4.27 0.30 -2.63 -0.12
C 3.30 0.89 -1.74 -0.15
C 3.20 0.31 -0.46 0.05
C 2.31 0.61 0.61 -0.15
C 1.68 1.87 0.82 -0.14
C 0.75 2.02 1.82 -0.19
C 0.59 1.01 2.77 0.37
O -0.22 1.20 3.89 -0.51
C -1.60 1.03 3.69 0.29
C -2.19 -0.12 4.22 -0.25
C -3.53 -0.39 3.90 -0.19
C -4.26 0.52 3.13 -0.22
C -3.66 1.68 2.65 -0.19
C -2.31 1.94 2.92 -0.26
C 1.26 -0.21 2.66 -0.25
C 2.05 -0.43 1.56 -0.11
C 2.54 1.98 -2.25 -0.12
C 2.91 2.60 -3.44 -0.23
H 3.87 3.68 -5.66 0.22
H 5.43 2.84 -5.58 0.24
H 4.07 2.09 -6.40 0.24
H 5.33 0.44 -4.50 0.22
H 4.79 -0.60 -2.30 0.22
H 3.79 -0.59 -0.31 0.21
H 1.96 2.73 0.20 0.23
H 0.14 2.92 1.89 0.23
H -1.59 -0.79 4.82 0.23
H -3.98 -1.31 4.26 0.22
H -5.31 0.32 2.92 0.22
H -4.22 2.41 2.06 0.22
H -1.80 2.82 2.54 0.22
H 1.10 -0.96 3.44 0.24
H 2.53 -1.40 1.42 0.22
H 1.67 2.34 -1.71 0.22
H 2.40 3.50 -3.78 0.23
F 2.30 3.28 5.62 -0.31
C 2.76 4.12 4.68 0.74
F 1.90 4.11 3.62 -0.34
F 2.82 5.37 5.17 -0.31
S 4.49 3.56 4.16 2.07
C 4.84 4.49 2.73 -0.72
C 6.16 4.74 2.30 -0.02
C 6.37 5.75 1.31 -0.23
C 7.61 5.99 0.75 -0.21
C 8.73 5.23 1.17 -0.27
C 8.57 4.28 2.20 -0.19
C 7.32 4.05 2.77 -0.25
O 5.33 3.96 5.27 -0.92
O 4.26 2.16 3.84 -0.94
H 4.02 5.11 2.38 0.23
H 5.49 6.33 1.02 0.20
H 7.74 6.76 -0.02 0.21
H 9.71 5.41 0.73 0.20
H 9.44 3.73 2.56 0.21
H 7.23 3.33 3.58 0.22
```

Output
LUMO energy: -3.07 eV
Net charge: 0
Relative energy (zero: lowest compared OMol25 entry of this formula, charge and spin): 0.390 eV
Kohn-Sham gap: 2.373 eV

4.
Here is a single C5H7NO molecule in a non-equilibrium geometry from OMol25. Energies are from ωB97M-V/def2-TZVPD.

XYZ file:
```
14
Properties=species:S:1:pos:R:3:nbo_charge:R:1
C -1.51 0.33 0.01 -0.46
C 1.62 -1.60 -0.55 -0.45
C -0.27 -0.31 -0.58 0.12
C -1.06 1.23 1.12 -0.54
N 0.35 -1.24 0.07 -0.40
C -0.19 2.19 0.97 0.72
O 0.61 3.03 0.81 -0.46
H 0.10 0.11 -1.53 0.15
H -2.04 0.88 -0.77 0.22
H -2.17 -0.45 0.41 0.24
H -1.32 0.95 2.13 0.27
H 2.21 -2.17 0.18 0.20
H 1.46 -2.23 -1.43 0.20
H 2.20 -0.72 -0.83 0.19
```

Output
LUMO energy: 0.83 eV
Net charge: 0
Relative energy (zero: lowest compared OMol25 entry of this formula, charge and spin): 2.101 eV
Kohn-Sham gap: 9.752 eV

5.
Here is a single C17H24N2O6 molecule from OMol25. Energies are from ωB97M-V/def2-TZVPD.

XYZ file:
```
49
Properties=species:S:1:pos:R:3:nbo_charge:R:1
C -3.39 0.53 -0.90 -0.25
H -3.30 1.32 -1.65 0.16
O -3.55 1.06 0.40 -0.49
C -2.46 1.49 1.09 0.26
C -2.60 1.51 2.48 -0.23
C -1.57 1.92 3.30 -0.20
C -0.36 2.31 2.76 -0.24
C -0.21 2.31 1.38 -0.26
C -1.24 1.92 0.54 0.27
O -1.03 1.96 -0.84 -0.57
C -0.92 3.26 -1.38 -0.05
H -0.23 3.87 -0.79 0.19
C -0.43 3.14 -2.82 -0.53
C 0.84 2.33 -2.94 0.81
O 1.18 1.72 -3.91 -0.57
O 1.57 2.39 -1.80 -0.52
C 2.70 1.55 -1.72 -0.18
C 2.42 0.20 -1.05 0.67
O 3.34 -0.55 -0.81 -0.62
N 1.12 -0.04 -0.77 -0.67
C 0.53 -1.19 -0.19 0.81
O -0.68 -1.21 -0.07 -0.66
N 1.39 -2.15 0.15 -0.64
H 2.37 -1.97 -0.04 0.44
C 1.02 -3.42 0.77 0.13
C 0.33 -3.15 2.11 -0.62
H 0.05 -4.09 2.58 0.21
H -0.57 -2.56 1.94 0.24
H 0.99 -2.60 2.77 0.21
C 0.09 -4.19 -0.17 -0.62
H 0.58 -4.37 -1.12 0.21
H -0.17 -5.15 0.27 0.21
H -0.81 -3.62 -0.34 0.24
C 2.32 -4.20 0.99 -0.61
H 2.83 -4.37 0.04 0.21
H 2.11 -5.16 1.45 0.22
H 2.99 -3.64 1.64 0.21
H 0.43 0.68 -0.97 0.45
H 3.46 2.08 -1.13 0.22
H 3.10 1.35 -2.72 0.24
H -0.26 4.14 -3.23 0.25
H -1.18 2.64 -3.44 0.24
H -1.91 3.76 -1.37 0.19
H 0.73 2.62 0.94 0.22
H 0.46 2.61 3.39 0.21
H -1.72 1.93 4.37 0.22
H -3.55 1.19 2.88 0.22
H -2.52 -0.13 -0.95 0.22
H -4.30 -0.04 -1.09 0.19
```

Output
LUMO energy: 0.63 eV
Net charge: 0
Relative energy (zero: lowest compared OMol25 entry of this formula, charge and spin): 0.000 eV
Kohn-Sham gap: 9.100 eV

6.
Here is 2 unconnected molecules or ions with the total composition C2H6N2OS in a non-equilibrium geometry from OMol25. Energies are from ωB97M-V/def2-TZVPD.

XYZ file:
```
12
Properties=species:S:1:pos:R:3:nbo_charge:R:1
C -0.83 -1.07 0.12 -0.66
C 0.04 -0.10 -0.40 0.34
H -0.40 -2.02 0.31 0.23
H -1.27 -0.75 1.09 0.22
H -1.87 -1.16 -0.43 0.25
H 1.61 1.32 0.31 0.43
H 0.32 0.13 2.71 0.09
H -0.31 1.95 -2.69 0.46
N 1.01 0.44 0.53 -0.82
N -0.30 0.31 -1.53 -0.20
O 0.57 1.25 -1.99 -0.55
S 1.44 -0.32 1.98 0.21
```

Output
LUMO energy: 0.28 eV
Net charge: 0
Relative energy (zero: lowest compared OMol25 entry of this formula, charge and spin): 4.980 eV
Kohn-Sham gap: 8.954 eV

7.
Here is 2 unconnected molecules or ions with the total composition C4H11NS in a non-equilibrium geometry from OMol25. Energies are from ωB97M-V/def2-TZVPD.

XYZ file:
```
17
Properties=species:S:1:pos:R:3:nbo_charge:R:1
C -1.18 0.41 1.15 -0.31
N -1.92 1.65 1.06 -0.13
C -1.03 2.59 0.40 -0.53
C 2.88 -2.03 -1.38 -0.80
S 1.40 -1.79 -0.53 -0.14
C -1.39 -0.81 0.15 -0.57
H -1.55 -0.02 2.11 0.24
H -0.09 0.56 1.28 0.20
H -0.70 2.44 -0.64 0.26
H -1.47 3.56 0.64 0.22
H 0.03 2.56 0.65 0.23
H 2.92 -2.91 -1.92 0.21
H 3.09 -1.19 -2.05 0.22
H 3.64 -1.88 -0.71 0.23
H -0.88 -0.65 -0.81 0.24
H -2.48 -0.73 0.02 0.21
H -1.27 -1.76 0.57 0.24
```

Output
LUMO energy: -3.70 eV
Net charge: 0
Relative energy (zero: lowest compared OMol25 entry of this formula, charge and spin): 7.135 eV
Kohn-Sham gap: 3.187 eV

8.
Here is 2 unconnected molecules or ions with the total composition C4H10S in a non-equilibrium geometry from OMol25. Energies are from ωB97M-V/def2-TZVPD.

XYZ file:
```
15
Properties=species:S:1:pos:R:3:nbo_charge:R:1
C -1.68 -0.71 0.39 -0.60
C -0.01 -0.21 -0.02 -0.24
C 0.65 0.04 1.23 -0.64
C 0.29 0.83 -1.11 -0.59
H -2.22 -0.02 0.92 0.21
H -2.04 -1.36 -0.34 0.21
H -1.60 -1.47 1.34 0.20
H 0.68 -1.06 -0.51 0.20
H 1.50 0.79 1.37 0.23
H -0.12 0.76 1.88 0.18
H 0.81 -0.91 1.94 0.23
H -0.41 1.70 -1.00 0.22
H -0.05 0.32 -2.10 0.24
H 2.14 0.25 -2.87 0.13
S 2.06 1.05 -1.14 0.00
```

Output
LUMO energy: -0.63 eV
Net charge: 0
Relative energy (zero: lowest compared OMol25 entry of this formula, charge and spin): 4.741 eV
Kohn-Sham gap: 8.530 eV